Record 1
Below is a molecular structure, C19H30AsIrN4OSSi, with properties calculated with ωB97M-V/def2-TZVPD.

Calculated values
Net charge: +2

```
58
Properties=species:S:1:pos:R:3:forces:R:3:nbo_charge:R:1
Ir -0.2455 -0.2789 -0.2683 1.637 0.749 1.559 1.23
C 3.4389 -0.6569 -1.7555 0.038 -0.005 0.004 -0.66
C 3.1832 -0.4549 -0.2964 0.476 0.293 -0.342 0.28
C 4.2339 -0.2392 0.5906 -0.245 -0.120 -0.036 -0.28
C 3.9819 -0.1534 1.9535 -0.161 -0.049 -0.142 -0.08
C 2.6946 -0.3348 2.4318 -0.218 0.040 -0.005 -0.30
C 1.6849 -0.5336 1.4981 0.886 -0.042 -0.062 0.39
N 1.9345 -0.5316 0.1669 -1.831 0.538 0.310 -0.51
N 0.3644 -0.7532 1.7139 -1.303 1.107 -2.201 -0.87
Si -0.3536 -1.9679 2.7804 -0.231 -0.699 0.430 1.75
C -0.7922 -1.2384 4.4609 -0.028 -0.178 -0.709 -1.12
C -1.8122 -2.5689 1.7377 0.220 0.201 0.354 -1.12
C 0.9644 -3.3131 2.9674 -0.430 0.455 -0.179 -1.12
H 4.0531 -1.5489 -1.8834 -0.019 -0.019 -0.033 0.26
H 4.0009 0.1784 -2.1720 -0.030 0.002 -0.058 0.25
H 2.5116 -0.8007 -2.3073 0.011 0.029 -0.039 0.22
H 5.2400 -0.1467 0.2097 0.012 -0.059 -0.061 0.25
H 4.7928 0.0509 2.6387 0.013 -0.054 0.043 0.25
H 2.4550 -0.2976 3.4841 0.026 0.033 0.031 0.25
H -1.5358 -0.4471 4.3743 -0.029 0.047 0.037 0.25
H 0.0915 -0.8319 4.9517 0.047 0.007 0.009 0.25
H -1.1991 -2.0237 5.0982 -0.019 -0.030 0.054 0.26
H -2.5503 -1.7822 1.5755 -0.019 0.024 0.025 0.24
H -2.3147 -3.4117 2.2117 -0.014 -0.048 0.009 0.27
H -1.4522 -2.9045 0.7596 0.019 -0.085 -0.013 0.22
H 1.8405 -2.9382 3.4950 0.031 -0.021 0.057 0.25
H 1.2864 -3.6765 1.9903 0.017 -0.040 -0.024 0.24
H 0.5685 -4.1589 3.5294 -0.027 -0.010 0.048 0.26
C -1.9306 -1.2145 -3.6078 -0.162 0.038 0.175 -0.99
As -3.1956 -0.8886 -2.1855 -0.292 -0.223 -0.710 1.96
C -4.4140 0.5543 -2.5847 0.170 -0.159 0.098 -0.98
C -4.2100 -2.4841 -1.8145 0.133 0.202 0.013 -0.98
O -2.3361 -0.4161 -0.8101 1.482 0.456 1.125 -1.21
H -2.4533 -1.4058 -4.5433 -0.034 0.004 -0.004 0.28
H -1.3281 -2.0858 -3.3496 -0.062 0.004 0.030 0.26
H -1.2851 -0.3438 -3.7237 -0.081 0.035 0.008 0.26
H -5.0007 0.3351 -3.4752 0.048 -0.098 -0.019 0.28
H -3.8617 1.4811 -2.7309 0.075 -0.066 -0.001 0.27
H -5.0852 0.6610 -1.7326 0.017 -0.026 -0.009 0.27
H -4.8149 -2.7143 -2.6910 -0.001 0.011 -0.020 0.27
H -4.8606 -2.3044 -0.9601 0.018 0.064 -0.014 0.27
H -3.5493 -3.3211 -1.5961 0.078 0.073 -0.028 0.27
N -2.3760 2.0382 0.5774 0.201 0.007 0.074 -0.77
C -1.1974 2.5577 0.2438 -0.316 0.343 0.188 0.31
N -0.2328 1.8783 -0.3626 -0.462 -2.598 0.243 -0.52
C 0.8458 2.6876 -0.7100 0.780 0.447 -0.220 0.18
C 1.9345 2.3208 -1.4915 -0.307 -0.099 0.091 -0.26
C 2.8732 3.2804 -1.8180 0.037 0.067 -0.020 -0.17
C 2.7558 4.5890 -1.3523 -0.028 0.010 0.036 -0.18
C 1.6745 4.9693 -0.5762 -0.055 0.013 -0.018 -0.19
C 0.7163 4.0131 -0.2829 -0.131 -0.450 0.007 -0.23
S -0.8163 4.2269 0.5427 0.011 -0.267 -0.133 0.47
H -2.5961 1.0946 0.2732 -0.104 0.037 0.030 0.44
H -3.0848 2.6116 1.0014 0.023 -0.005 0.062 0.43
H 2.0044 1.3056 -1.8550 0.020 0.132 -0.078 0.22
H 3.6949 3.0239 -2.4721 0.066 -0.038 0.054 0.23
H 3.5003 5.3256 -1.6169 0.032 -0.002 -0.008 0.24
H 1.5632 5.9883 -0.2325 0.015 0.022 -0.015 0.25
```
Forces are in eV/Å.

***

Record 2
Below is a molecular structure, C19H30B2F4N8O8SY, with properties calculated with ωB97M-V/def2-TZVPD.

Calculated values
Net charge: +1

```
73
Properties=species:S:1:pos:R:3:forces:R:3:lowdin_charge:R:1
Y 0.5125 0.3417 -0.0751 -1.355 -0.296 0.675 1.62
C -3.1959 -1.4080 2.5753 1.139 -0.676 0.147 0.02
C -1.9270 -0.7772 2.0486 -1.672 -2.271 -1.995 -0.24
N -1.5564 -0.9627 0.8182 0.340 0.008 0.193 0.03
O -2.3572 -1.7985 0.0358 -0.098 1.441 0.747 0.02
B -1.9290 -3.2059 -0.0469 0.362 0.031 -0.872 -1.07
F -1.1749 -3.5564 1.0915 -0.619 -0.185 -0.132 0.15
F -3.0123 -3.9524 -0.4270 0.303 0.029 0.742 0.20
O -0.9928 -3.3793 -1.2540 0.246 0.301 0.264 0.05
N 0.1364 -2.6388 -1.0994 -0.575 0.584 -0.136 -0.09
C 1.2406 -3.4849 -0.5733 1.067 0.942 0.825 -0.31
C 1.0145 -4.9162 -0.7914 -1.942 -0.871 0.077 0.03
C 1.5787 -3.0008 0.8495 0.011 -1.152 -0.615 -0.24
N 1.5669 -1.7667 1.0710 -0.061 1.964 0.363 0.07
O 2.0975 -1.4414 2.3287 -0.482 -0.050 -1.395 0.07
B 2.3387 -0.0147 2.4832 0.594 0.110 1.218 -1.02
F 3.4629 0.1397 3.2594 -0.861 0.381 -0.559 0.20
F 2.4840 0.6483 1.1650 -0.121 -0.380 0.231 0.01
O 1.1367 0.6416 3.1570 0.747 0.029 -0.063 0.02
N 0.0675 0.3072 2.3858 -0.176 -0.423 -0.889 -0.05
C -0.9382 -0.2426 2.9484 1.677 1.064 1.641 -0.24
C -0.9999 -0.4013 4.4601 -0.399 0.478 -1.210 0.04
C 2.0383 -3.8810 1.9128 1.630 -2.120 -0.433 0.02
H -3.9125 -1.5647 1.7629 0.189 0.003 0.359 0.10
H -3.5605 -0.7564 3.3510 -0.511 0.055 0.360 0.08
H -2.9061 -2.4015 3.0427 -0.518 1.026 -0.575 0.13
H 0.4774 -5.0789 -1.7347 0.560 0.102 0.040 0.12
H 0.2796 -5.2907 -0.0455 0.550 0.395 -0.218 0.13
H 1.8799 -5.5144 -0.7168 1.140 -0.469 0.022 0.10
H -1.6366 0.4380 4.7946 0.491 -0.260 0.342 0.11
H 0.0196 -0.3862 4.8691 -0.605 0.115 -0.021 0.10
H -1.5361 -1.3084 4.6787 -0.033 -0.385 0.344 0.08
H 1.9769 -4.9650 1.7279 -0.479 0.501 -0.152 0.10
H 1.5338 -3.6154 2.8003 -0.503 0.096 1.116 0.09
H 3.1182 -3.7325 2.0860 -0.345 0.311 0.057 0.13
C -2.3142 2.0743 -1.7063 -0.361 -0.307 0.082 -0.16
C -2.2689 0.6658 -2.3292 1.386 0.380 -0.582 -0.14
N -0.8458 0.1439 -2.3066 -0.309 -0.984 0.457 -0.11
C -0.0017 0.7383 -3.3576 0.277 1.001 0.307 -0.12
C 0.8014 1.9945 -2.8531 -1.273 -1.060 -0.564 -0.23
C 1.1586 2.9533 -3.7645 0.514 0.345 0.433 -0.02
C 1.6420 4.1613 -3.3516 0.241 1.034 1.441 -0.01
C 1.7953 4.3914 -1.9694 -0.308 -0.340 -0.652 0.02
C 1.4848 3.3413 -1.1038 0.487 0.965 -1.113 -0.25
C 1.7167 3.5062 0.3525 -0.437 -0.017 1.205 -0.11
N 0.7133 2.7062 1.1104 1.025 -0.166 0.080 -0.12
C -0.5629 3.2942 1.4725 -0.686 -0.370 0.448 -0.19
C -1.5347 3.3069 0.3262 -1.318 -0.024 -0.523 -0.20
N -1.7430 1.9978 -0.3285 0.904 0.316 -0.296 -0.09
N 1.0140 2.1609 -1.5569 -0.107 0.336 0.462 0.06
H -1.7570 2.7995 -2.3499 -0.350 -0.433 0.767 0.13
H -3.3822 2.3808 -1.6327 0.630 0.085 -0.335 0.13
H -2.9042 -0.0166 -1.7843 0.005 -0.291 0.274 0.11
H -2.5788 0.6476 -3.3930 -0.209 0.328 0.556 0.13
H -0.9043 -0.8969 -2.3948 0.130 1.279 -0.241 0.11
H 0.7409 0.0818 -3.7876 0.083 -0.690 0.234 0.11
H -0.6239 1.0033 -4.2262 0.154 0.365 0.256 0.13
H 1.1405 2.7610 -4.7830 -0.551 -0.429 -1.812 0.11
H 1.8308 4.9757 -4.0449 0.163 -0.277 -0.040 0.13
H 2.1336 5.3680 -1.6059 -0.159 -0.530 -0.018 0.13
H 2.6670 3.0121 0.5986 0.004 0.430 -0.056 0.14
H 1.7784 4.6100 0.6397 -0.182 -1.420 -0.275 0.16
H 1.1462 2.3806 1.9804 -0.036 0.238 -0.380 0.10
H -0.9227 2.6375 2.3057 0.057 1.023 -0.422 0.13
H -0.5021 4.3650 1.7193 0.246 -0.333 0.735 0.13
H -2.5330 3.7345 0.6028 0.818 -0.170 0.173 0.14
H -1.1264 4.0182 -0.3657 0.152 0.198 -0.899 0.11
H -2.4183 1.5278 0.2481 -0.326 -0.504 0.115 0.10
O 0.5524 -2.3827 -2.4943 0.864 -0.022 -0.428 -0.15
S 2.0815 -1.9048 -2.3104 -2.794 0.381 1.397 0.59
O 2.7494 -1.9214 -3.5128 1.337 0.071 -2.157 -0.12
O 1.9675 -0.6470 -1.5934 0.710 -0.062 -0.132 -0.33
O 2.4842 -3.0439 -1.3894 -0.472 -0.778 1.006 -0.09
```
Forces are in eV/Å.

***

Record 3
Below is 2 unconnected molecules or ions with the total composition C19H30B2N3O12, with properties calculated with ωB97M-V/def2-TZVPD.

Calculated values
Net charge: -1

```
66
Properties=species:S:1:pos:R:3:forces:R:3:nbo_charge:R:1
C -0.3516 -4.9174 -1.0727 -0.155 0.261 -0.300 -0.61
C -1.8117 -4.6007 -1.3758 0.079 -0.451 0.129 -0.40
C -2.6891 -4.2454 -0.1658 0.030 0.394 -0.522 -0.44
C -2.0977 -3.3436 0.9081 -0.085 -0.056 0.285 -0.06
O -2.3077 -1.9604 0.6808 0.456 -0.045 0.025 -0.52
C -1.6464 -1.4635 -0.4577 -1.010 0.998 0.196 0.10
C -0.8913 -0.1414 -0.2645 0.691 -0.778 0.912 0.08
C 0.4444 -0.3383 0.4546 0.182 0.254 -0.448 -0.41
C 1.5761 0.5999 0.0105 -0.233 0.069 0.106 -0.41
C 2.9093 -0.1230 -0.1042 -0.009 0.610 0.445 -0.41
C 3.9751 0.8382 -0.6035 -0.006 0.095 -0.226 -0.20
N 5.1595 0.1567 -1.1243 0.041 -0.259 0.328 -0.68
C 4.9105 -0.6823 -2.2494 0.139 0.147 -0.278 0.57
N 4.2978 -0.3469 -3.3040 -0.192 -0.178 0.062 -0.67
N 5.4083 -2.0185 -2.1156 -0.269 0.095 -0.028 -0.85
O -0.7235 0.2868 -1.6233 -0.173 0.122 -0.861 -0.50
C -1.6949 -0.2345 -2.4314 0.093 0.461 -1.640 0.83
O -1.7296 -0.0357 -3.6428 0.128 -0.370 2.539 -0.59
C -2.6349 -1.0225 -1.5359 0.703 0.208 -0.560 -0.74
B -3.7962 -0.0165 -1.1124 -0.419 0.193 -0.262 1.10
O -4.1222 0.2565 0.2015 0.449 -0.357 -0.254 -0.92
C -4.6160 0.7050 -2.2527 -0.414 -0.485 0.429 -0.81
C -6.1331 0.5875 -2.0418 0.076 0.129 -0.091 -0.59
H 0.1843 -5.0621 -2.0062 0.095 -0.201 -0.121 0.21
H -0.2628 -5.8180 -0.4749 0.112 -0.109 0.204 0.20
H 0.1518 -4.0960 -0.5739 0.100 0.048 0.215 0.20
H -2.2393 -5.4989 -1.8195 -0.141 -0.053 -0.179 0.20
H -1.8716 -3.8469 -2.1557 0.028 0.292 0.007 0.20
H -3.5590 -3.7113 -0.5481 -0.267 -0.021 0.042 0.21
H -3.0867 -5.1529 0.2780 0.167 -0.216 0.238 0.21
H -2.6030 -3.5598 1.8440 -0.087 0.109 0.185 0.19
H -1.0378 -3.5222 1.0835 0.172 -0.144 -0.060 0.17
H -0.8741 -2.1267 -0.8400 -0.151 -0.530 -0.082 0.18
H -1.4453 0.5866 0.3222 -0.485 0.197 -0.319 0.20
H 0.2565 -0.1845 1.5119 0.010 -0.105 0.227 0.24
H 0.7958 -1.3638 0.3406 -0.113 -0.239 -0.127 0.18
H 1.3500 1.1020 -0.9260 -0.141 -0.141 -0.228 0.20
H 1.6600 1.3753 0.7617 0.171 0.250 0.072 0.24
H 2.8203 -0.9975 -0.7436 0.021 -0.147 -0.144 0.19
H 3.1877 -0.4285 0.9019 0.131 -0.447 0.029 0.22
H 3.5254 1.5111 -1.3429 -0.060 0.063 -0.165 0.15
H 4.2936 1.4695 0.2199 0.085 0.110 0.115 0.21
H 5.8964 0.8149 -1.3252 0.130 0.076 -0.030 0.38
H 3.9723 0.6154 -3.2422 -0.072 0.048 0.045 0.34
H 6.2883 -2.0669 -2.6141 0.288 -0.103 0.200 0.37
H 4.7754 -2.6105 -2.6402 0.022 -0.048 -0.201 0.37
H -3.1029 -1.8107 -2.1260 -0.021 -0.123 -0.072 0.26
H -4.9110 -0.2164 0.4623 -0.346 0.137 0.384 0.51
H -4.3634 0.3383 -3.2410 0.232 0.185 -0.219 0.23
H -4.3657 1.7632 -2.1697 0.251 0.163 -0.173 0.25
H -6.4999 -0.4008 -2.3072 -0.036 -0.186 0.037 0.19
H -6.6661 1.3006 -2.6631 -0.123 0.083 -0.116 0.21
H -6.4104 0.7988 -1.0132 -0.077 0.021 0.179 0.20
B 1.7446 4.8380 4.0229 -0.005 0.073 0.035 1.15
O 2.9756 5.6405 4.1565 -0.269 0.027 -0.071 -0.65
C 2.7007 6.9092 3.8804 0.481 -0.111 0.124 0.68
O 3.4796 7.8167 3.8977 0.004 0.086 -0.015 -0.56
C 1.2096 7.0059 3.5353 -0.496 -0.049 -0.103 0.68
O 0.6199 8.0022 3.2359 0.013 0.086 -0.010 -0.56
O 0.6885 5.7886 3.6267 0.278 -0.007 0.056 -0.65
O 1.9090 3.7617 3.0174 -0.056 0.006 0.245 -0.65
C 1.7016 2.5925 3.5959 0.127 -0.010 -0.494 0.68
O 1.7620 1.5232 3.0549 -0.021 -0.106 0.098 -0.58
C 1.3743 2.8386 5.0731 -0.100 0.166 0.484 0.68
O 1.1331 1.9957 5.8871 -0.010 -0.094 0.003 -0.56
O 1.4076 4.1458 5.2850 0.059 -0.092 -0.282 -0.65
```
Forces are in eV/Å.

***

Record 4
Below is 3 unconnected molecules or ions with the total composition C19H30ClF3INO12P3S2, with properties calculated with ωB97M-V/def2-TZVPD.

Calculated values
Net charge: +1

```
72
Properties=species:S:1:pos:R:3:forces:R:3:lowdin_charge:R:1
O -1.7657 -5.8283 -0.2020 -0.553 -1.667 0.628 -0.02
O -1.1791 -4.7141 -0.7783 1.052 2.064 0.589 -0.17
C -0.2939 -4.1246 0.2047 0.920 -1.172 -0.335 -0.17
C 0.5964 -3.0713 -0.4968 3.117 0.420 -1.682 -0.04
C 1.8639 -3.6036 -1.0314 -2.088 0.676 1.038 0.05
N 2.8304 -2.8247 -1.6653 -1.439 1.461 0.450 0.08
C 2.6810 -1.4699 -1.8564 -2.029 -0.457 1.013 0.07
C 1.4341 -0.8072 -1.3981 0.943 -0.416 -0.268 -0.03
C 1.3115 0.6665 -1.6457 -2.682 0.168 0.662 -0.13
C 2.4804 1.4937 -2.3238 -0.791 0.157 0.485 -0.15
C 3.3028 2.1609 -1.1394 0.182 -0.019 -0.219 -0.06
C 4.8327 1.8259 -1.1148 0.039 0.345 0.828 -0.48
F 5.5620 2.9021 -1.5598 -0.683 -1.746 0.662 0.12
F 5.2008 1.5364 0.2041 -0.188 0.545 -2.039 0.07
F 5.2095 0.7191 -1.8583 -0.505 1.311 0.764 0.08
C 0.0481 1.3070 -1.1847 0.593 -2.525 -0.231 -0.29
P 0.0055 3.1694 -1.5664 0.776 1.060 0.399 0.66
O -0.6916 3.9754 -0.2408 -0.095 -1.088 -1.859 -0.43
Cl -1.2048 3.4593 -3.2926 0.204 -0.472 1.133 0.20
C -1.0447 0.5006 -0.5058 1.796 -0.903 0.071 -0.35
P -2.6598 1.3378 0.1028 -1.966 -0.859 -0.693 0.53
O -3.0816 2.5596 -0.9805 1.591 -0.238 1.423 -0.46
I -2.0869 2.2842 2.3399 0.406 -0.101 -0.438 0.40
C -0.9275 -0.9738 -0.2455 3.048 1.000 -1.766 -0.27
P -2.4020 -1.7292 0.5893 -3.573 4.147 0.723 0.84
O -2.1801 -2.1426 2.2067 1.294 -1.308 -1.130 -0.30
O -3.2234 -2.8619 -0.3169 1.669 -0.654 1.336 -0.25
C 0.3503 -1.6117 -0.7073 -0.144 -0.072 -0.132 -0.04
H -1.8164 -5.7214 0.7696 -0.064 0.436 -0.464 0.11
H -0.8173 -3.7990 1.1454 0.256 0.140 -0.970 0.11
H 0.3788 -4.9892 0.5218 -0.510 1.142 -0.178 0.14
H 2.0985 -4.6990 -0.9247 -0.211 1.420 -0.185 0.16
H 3.6983 -3.2589 -1.9860 -0.436 0.063 0.165 0.18
H 3.5196 -0.9322 -2.3620 -0.937 -0.648 0.628 0.13
H 2.0727 2.3423 -2.9491 0.252 -1.231 0.699 0.09
H 3.0814 0.8621 -3.0251 -0.444 0.573 0.840 0.11
H 3.2016 3.2772 -1.2213 0.235 -1.105 0.108 0.13
H 2.8569 1.8760 -0.1467 0.643 0.170 -0.984 0.14
H -1.1982 4.7364 -0.5891 0.232 -0.327 0.264 0.06
H -3.4834 3.2716 -0.4340 -0.117 -0.440 -0.597 0.02
H -1.9640 -1.3341 2.7139 -0.344 -0.285 -0.463 0.05
H -4.0462 -3.0960 0.1652 0.518 0.349 -0.360 0.09
O -5.7847 3.1541 -0.4952 -0.226 -0.151 0.197 -0.30
S -7.1280 3.6332 -0.6841 -0.555 0.583 -0.657 0.60
O -8.1952 3.2349 0.1822 0.504 -0.194 0.035 -0.26
O -7.5655 3.3665 -2.2049 0.345 0.465 0.513 -0.26
C -7.4551 2.0350 -2.7235 -0.140 -0.955 -0.274 -0.26
C -8.5842 1.1469 -2.2360 -0.069 0.008 0.324 -0.07
C -7.1012 5.3979 -0.7699 0.051 0.021 -0.101 -0.12
H -6.4798 1.6061 -2.4786 0.001 0.190 0.110 0.11
H -7.5068 2.1175 -3.8102 0.045 0.347 0.120 0.12
H -8.5081 0.9688 -1.1620 0.004 -0.010 -0.060 0.07
H -8.5580 0.1800 -2.7416 0.040 0.085 -0.061 0.08
H -9.5518 1.6181 -2.4177 0.070 -0.041 -0.084 0.09
H -6.3218 5.7053 -1.4643 -0.056 -0.041 0.001 0.07
H -6.8863 5.7759 0.2290 -0.027 -0.136 -0.001 0.08
H -8.0776 5.7484 -1.0989 0.039 -0.071 0.021 0.08
O 5.2223 -1.8344 5.4307 0.323 0.125 -0.180 -0.27
S 6.0819 -2.5106 4.5042 -0.103 -0.395 -0.305 0.59
O 7.5077 -2.4356 4.6068 -0.323 0.195 0.153 -0.27
O 5.6487 -2.1102 3.0047 -0.165 -0.474 0.313 -0.27
C 5.5780 -0.7197 2.6686 0.278 0.856 -0.189 -0.27
C 6.9582 -0.1317 2.4398 0.204 -0.007 0.206 -0.07
C 5.6122 -4.2127 4.4237 -0.073 -0.017 -0.160 -0.12
H 5.0323 -0.1634 3.4352 0.029 -0.192 0.087 0.12
H 5.0000 -0.6470 1.7450 -0.053 -0.324 0.093 0.10
H 7.5313 -0.1049 3.3677 -0.049 0.005 -0.047 0.08
H 6.8847 0.8880 2.0590 -0.073 -0.069 -0.011 0.07
H 7.5231 -0.7376 1.7285 -0.087 0.052 -0.024 0.09
H 4.5334 -4.2746 4.2967 0.051 0.037 0.022 0.07
H 5.9086 -4.6832 5.3602 0.034 0.141 -0.009 0.08
H 6.1315 -4.6820 3.5901 0.014 0.055 0.056 0.07
```
Forces are in eV/Å.

***

Computed max |F| (hartree/bohr) in order:
0.0542, 0.0672, 0.0500, 0.1074
Computed DFT total energy (hartree) in order:
-4063.5430, -2667.7983, -1859.2099, -4577.1342